# 1
DFT (ωB97M-V/def2-TZVPD) results for a cluster of 2 separate species, C8H17Br in total in a non-equilibrium geometry.

As for the total energy: -78611.6077 eV. The value obtained for the highest occupied orbital energy is -8.564 eV.

```
! wB97M-V def2-TZVPD RIJCOSX def2/J DEFGRID3
* xyz 0 1
H -0.2871 -0.4082 1.5174
H -1.8847 -1.8076 -0.4110
C -0.0112 0.5790 1.5317
C -0.1235 -0.6597 -1.0972
C -1.5859 -0.8645 -0.9053
Br -0.7262 2.1129 -1.0717
C 1.3699 0.8139 2.0210
H -0.1504 0.2448 -3.1088
H -2.1440 -0.9135 -1.8314
H 0.2678 -1.4958 -2.9398
C -0.9891 1.6549 1.8795
C 0.7230 -1.8004 -0.4095
H -1.9209 1.5046 1.2742
H -1.3913 1.5384 2.8888
H -0.4768 2.6253 1.5818
C 0.2757 0.6567 -0.4995
C 0.3460 -0.5558 -2.5054
H 0.1470 -2.3855 0.2645
H 1.6408 -1.4708 -0.0121
H 1.3904 0.7268 -0.5671
H 1.7439 1.6298 1.3433
H -2.0333 -0.1127 -0.3133
H 1.4807 -0.2413 -2.3564
H 0.7066 -2.4778 -1.2812
H 1.4903 1.1170 3.0498
H 2.1423 -0.0107 1.9577
*
```

=====

# 2
DFT (ωB97M-V/def2-TZVPD) results for a cluster of 2 separate species, C8H17BrN2O2 in total in a non-equilibrium geometry.

As for the total energy: -85685.6275 eV. The value obtained for the highest occupied orbital energy is -5.078 eV.

```
! wB97M-V def2-TZVPD RIJCOSX def2/J DEFGRID3
* xyz 0 1
H -1.0511 1.3432 -1.7883
H 0.1917 -2.3550 0.2183
O 1.9301 -1.3157 -1.1252
H 4.5130 0.5889 0.6032
H 4.2143 -0.9127 -0.2729
O -1.1536 -0.6157 -1.2259
C -2.0405 -0.6599 0.9270
Br 2.5511 -3.9039 -1.3653
H -1.8558 -0.6379 1.9968
H 0.4703 -1.2942 1.6524
H -3.8876 1.0376 -1.2874
H -0.4727 0.6181 0.2765
H 3.6621 0.6668 -0.9405
N -3.0917 0.3791 0.5646
C -2.9305 1.0732 -0.7745
H 2.7525 1.9181 1.3347
C -1.7911 0.5428 -1.6838
H 1.0999 1.2762 1.4989
C 3.8052 0.0636 -0.0402
H -4.0079 -0.0539 0.6494
H -3.0672 1.0960 1.2860
C -0.7824 -0.4251 0.1243
C 1.6607 -0.8869 -0.0490
N 2.5447 -0.0646 0.7092
H 1.7540 1.7287 -0.0957
H -2.4455 -1.6221 0.6225
H -2.1613 0.3401 -2.6849
C 1.9976 1.2809 0.8809
H -2.7517 2.1262 -0.5787
C 0.3432 -1.3319 0.5677
*
```

=====

# 3
DFT (ωB97M-V/def2-TZVPD) results for a cluster of 2 separate species, C8H17BrSi in total in a non-equilibrium geometry.

The expectation value of S² is 2.006. As for the total energy: -86484.9212 eV. The value obtained for the highest occupied orbital energy (alpha / beta) is -4.863 / -9.433 eV.

```
! wB97M-V def2-TZVPD RIJCOSX def2/J DEFGRID3
* xyz 0 3
Si -0.3416 0.0482 -0.1094
H 5.7312 0.7114 -0.6305
H 1.0053 3.4721 -0.6566
C -1.1804 -0.0336 1.5830
H -2.1810 0.4765 1.4827
C -1.4593 -2.7170 -0.4199
H -2.2444 -1.9642 2.1978
H -1.5770 -1.0049 3.4604
C 0.2588 1.4114 -1.0682
H -0.9827 -3.7088 -0.0821
H 2.5900 0.9220 -0.9221
H -0.5409 3.3519 -0.4203
Br 3.6770 -0.8534 0.2268
C -0.1413 -1.8756 -0.4517
H 0.4983 -2.1793 -1.2785
H -0.4897 -1.9985 2.3179
H 0.3320 -2.2142 0.4837
H -2.2442 -2.1545 0.2132
H -1.8903 -2.7961 -1.4996
C -1.3975 -1.3724 2.4019
H 0.2714 1.4483 -2.1930
H -0.5073 0.6324 2.2100
C 3.6984 0.7632 -0.7121
H 0.2102 2.4789 0.7331
C 4.8986 1.2075 -0.9737
H 5.0685 2.1390 -1.4646
C 0.2685 2.7398 -0.3443
*
```

=====

# 4
DFT (ωB97M-V/def2-TZVPD) results for a structure of composition C8H17CdN2O2S in a non-equilibrium geometry.

As for the total energy: -31041.9751 eV. The value obtained for the highest occupied orbital energy is -12.922 eV.

```
! wB97M-V def2-TZVPD RIJCOSX def2/J DEFGRID3
* xyz 1 1
S 0.1121 1.8434 -0.6819
H 2.1906 -1.4191 -1.6615
H -4.9241 -0.0664 -0.2899
C 1.2289 -1.2182 1.5498
C -0.5163 0.5424 1.7404
H 2.3992 2.4831 -1.0385
H 3.5207 0.3154 -1.2378
H -0.3818 0.5772 2.8266
H -4.6316 0.9905 -1.7078
H 1.3117 1.7020 1.3950
H -0.1655 2.6445 1.5370
H -1.5789 0.6669 1.5303
N -0.1207 -0.7651 1.1964
C 2.5577 0.3653 -0.7250
H 1.2035 -1.9965 2.3132
H 1.7073 1.5280 -2.3529
O -2.5860 -1.0897 -0.3407
Cd -0.5823 -0.6421 -1.1063
H -0.8152 -1.4472 1.4794
O -2.3008 0.0192 -2.2173
H 2.7778 0.5222 0.3295
C -4.5124 -0.0070 -1.2932
C -3.0586 -0.3824 -1.2824
C 1.9641 -1.7845 0.3253
H 1.5398 -2.7567 0.0703
C 1.8228 1.5887 -1.2698
H 1.7866 -0.3824 1.9714
C 0.2534 1.7219 1.1414
H -5.0474 -0.7096 -1.9329
N 1.8308 -0.9132 -0.8614
H 3.0146 -1.9306 0.5931
*
```

=====

# 5
DFT (ωB97M-V/def2-TZVPD) results for a structure of composition C8H17Cl2N2O6S2.

As for the total energy: -70552.7400 eV. The value obtained for the highest occupied orbital energy is -5.948 eV.

```
! wB97M-V def2-TZVPD RIJCOSX def2/J DEFGRID3
* xyz -1 1
H 3.4478 3.0409 1.9433
O 2.4037 3.2499 -2.1598
C -1.2310 -0.4697 -0.4462
C -6.0500 -2.5209 -1.4016
H 0.5255 0.4442 0.2981
O 1.8302 1.0037 -1.3447
C -5.6173 -1.8733 -0.1132
C 2.8848 2.2933 1.3760
H 1.8329 2.3848 1.6629
H 3.1760 -1.7702 -1.1133
H 3.9071 -0.2324 -0.7463
H -0.5852 -1.3089 -0.7253
H 4.8206 -1.7332 -0.4587
H 4.4328 0.8547 1.1992
O 2.5948 -0.1061 1.3605
H -6.9840 -3.0647 -1.2845
C -0.5391 0.6560 0.2574
H -6.3248 -1.0916 0.1569
S 1.9119 2.4225 -1.1061
H 4.0388 -1.5241 1.7524
H -2.6987 -1.3491 -1.1682
Cl -5.5831 -3.0380 1.2426
N -2.4729 -0.4808 -0.6779
O -1.6430 3.0151 0.4446
H -6.1715 -1.7531 -2.1637
H -4.6295 -1.4312 -0.2020
H 3.6630 0.9045 2.7973
H 2.4973 -2.0864 1.0930
O -1.2242 2.1178 -1.8152
N 0.6501 3.0114 -0.3771
O 3.0651 2.6512 0.0186
Cl -4.8343 -3.6762 -2.0173
S -0.7777 2.3057 -0.4627
C 3.4679 0.9414 1.7128
C 3.2569 -1.3083 1.0109
C 3.8358 -1.2658 -0.4078
H -0.9290 0.7324 1.2740
*
```

=====

# 6
DFT (ωB97M-V/def2-TZVPD) results for a structure of composition C8H17HfN2O3S in a non-equilibrium geometry.

As for the total energy: -29828.5703 eV. The value obtained for the highest occupied orbital energy is -10.790 eV.

```
! wB97M-V def2-TZVPD RIJCOSX def2/J DEFGRID3
* xyz 1 1
Hf -0.5304 0.0923 -2.4754
N 0.9850 1.0671 -0.9986
H 1.8648 1.3765 -1.4220
H 0.3855 2.1454 -4.2174
H 1.2106 -1.3530 -4.3378
H 1.0823 -1.1333 4.4927
C 0.1029 1.3890 4.7001
H 0.0416 2.4281 4.3632
H 0.9173 -2.6797 2.5686
N 0.2944 -1.5740 -3.9271
H -0.6637 1.7327 -2.5067
C 0.5368 -0.8290 3.5978
O -2.2371 0.0792 -1.9562
C -0.7813 0.7939 2.4123
H 1.2193 0.3729 -0.2827
H -0.5040 0.5886 -4.4980
H 1.0633 1.2395 5.2035
H -0.3031 -1.8279 -4.7231
H -1.3947 2.1168 -4.3040
O 0.2084 -1.5804 -1.1968
H -0.6860 1.2357 5.4479
H 0.6036 1.8814 -0.5049
C -0.0425 0.4401 3.5448
C -0.5091 1.5791 -3.9751
C -0.2707 -1.3231 1.3822
O 0.6455 -3.4974 0.2880
S -0.3383 -2.4751 -0.0622
H -1.2546 1.7796 2.3742
H -1.5817 0.1583 0.5078
C 0.4375 -1.7056 2.5146
C -0.9301 -0.0968 1.3491
H 0.4283 -2.4208 -3.3592
*
```